DFT (ωB97M-V with the def2-TZVPD basis set) results for H24O12 as an isolated structure.

Geometry as XYZ:
```
36
Properties=species:S:1:pos:R:3:forces:R:3
O 18.315 9.150 -14.375 2.8 0.1 1.6
H 17.447 9.082 -14.772 2.1 -1.1 1.0
H 18.854 8.531 -14.868 0.3 0.2 0.2
O 16.344 9.029 -15.348 -3.7 2.6 0.9
H 15.705 9.034 -16.060 -1.3 0.9 0.1
H 16.491 9.954 -15.151 -0.2 1.1 -0.3
O 17.502 5.469 -18.613 0.0 -2.4 -3.4
H 16.992 5.606 -17.815 -0.6 -0.9 -0.4
H 17.632 6.348 -18.969 -0.4 -0.9 -0.5
O 20.140 7.076 -16.580 1.7 -2.4 2.6
H 19.449 6.777 -15.989 -0.4 -0.5 0.8
H 20.834 6.424 -16.488 0.6 -0.2 -0.1
O 17.206 7.633 -17.002 -0.1 1.2 -0.3
H 18.083 8.008 -17.081 0.0 0.8 -0.9
H 16.798 8.125 -16.289 1.3 0.3 0.8
O 19.070 8.882 -17.392 2.7 -1.7 -1.6
H 19.430 9.051 -18.262 -0.1 -0.3 -0.5
H 19.553 8.119 -17.076 1.5 0.7 -0.1
O 14.901 7.055 -15.353 0.2 -3.9 5.0
H 14.640 7.711 -14.708 -0.1 -0.2 0.2
H 14.881 7.520 -16.190 -1.2 -3.3 3.3
O 18.990 6.949 -18.715 3.2 1.8 -2.1
H 19.810 7.090 -19.188 0.4 0.0 -0.4
H 19.261 6.640 -17.851 -0.2 -0.9 -1.0
O 18.567 10.869 -17.021 -1.6 5.1 0.5
H 18.217 11.308 -17.796 -0.2 0.6 0.0
H 18.612 9.946 -17.267 -0.7 1.5 1.1
O 16.724 8.606 -19.254 -0.7 1.1 -1.1
H 16.813 8.483 -18.309 0.5 -0.3 0.0
H 16.115 7.920 -19.529 0.0 -0.4 -0.4
O 14.673 8.343 -16.885 -2.1 6.4 -7.4
H 15.423 7.997 -17.369 0.7 -0.2 -1.7
H 14.190 8.860 -17.530 -0.6 0.3 -0.5
O 16.331 5.717 -16.787 -4.0 -3.4 3.5
H 16.634 6.582 -16.513 0.2 -1.3 0.7
H 15.388 5.729 -16.623 -0.1 -0.9 0.3
```
Positions in Å, forces in eV/Å.

The value obtained for the gap between HOMO and LUMO is 7.95 eV. The HOMO energy comes out at -8.312 eV. Its total charge is 0. The largest force on an atom is 10.0 eV/A. The calculation puts the lowest unoccupied orbital energy at -0.366 eV. Its energy relative to the best compared isomer or geometry (same formula, charge and spin) is 347.11 kcal/mol.